No. 1
{
  "formula": "C35H55ClMnN7O4",
  "method": "ωB97M-V with the def2-TZVPD basis set",
  "lumo_ha": [-0.06833, -0.06889],
  "total_charge": 1,
  "orbital_gap_ev": [8.257, 8.318],
  "homo_ev": [-10.1, -10.2],
  "spin_multiplicity": 6,
  "molar_mass_g_mol": 728.26,
  "species": ["C", "C", "H", "H", "H", "H", "C", "N", "H", "C", "O", "N", "H", "Cl", "H", "N", "Mn", "C", "C", "C", "H", "H", "C", "O", "C", "H", "H", "H", "H", "H", "H", "C", "H", "N", "C", "C", "N", "H", "N", "H", "H", "H", "C", "O", "H", "H", "H", "C", "C", "H", "C", "H", "C", "C", "H", "H", "C", "C", "H", "H", "H", "H", "C", "C", "H", "H", "H", "C", "H", "C", "H", "N", "H", "C", "C", "H", "H", "H", "H", "H", "H", "H", "C", "C", "C", "H", "H", "H", "C", "C", "H", "C", "H", "H", "C", "H", "H", "H", "H", "H", "O", "C", "C"],
  "xyz": [[2.5051, 2.8798, -1.1312], [-2.0210, -0.9087, 2.9889], [-0.9601, -3.1891, 4.3766], [0.0893, -5.0203, 3.3537], [1.2531, -5.1990, -0.6871], [0.3084, 4.5987, -3.7950], [-4.2243, 3.9265, -1.0230], [1.4439, -3.9082, 0.9912], [0.4104, -0.9474, -1.5379], [-2.3777, -2.2321, 2.2823], [-3.6987, 1.8293, -4.1694], [-2.3449, 0.5208, -1.3898], [-3.3306, 4.5263, -0.8681], [4.8092, 3.5913, -2.3557], [2.7609, 4.6372, -4.0128], [-1.4531, -0.1643, -2.1258], [0.7286, -1.7869, 1.6217], [3.0802, 3.5253, -2.2118], [0.3084, 3.4791, -1.9599], [4.6315, -0.2346, 3.2947], [-5.9711, 2.5194, -3.6476], [-4.2113, 1.3018, -1.1350], [-5.8107, 2.9153, -2.6468], [5.0744, 0.3538, -3.0650], [-3.5489, 1.0918, -1.9706], [2.2896, -3.4780, 0.6324], [2.7738, -0.8613, -2.3181], [4.7384, 0.4068, -5.0434], [-5.0804, 4.5504, -0.7630], [-1.8622, 3.4925, -3.8476], [-2.5744, -0.0860, 2.5348], [0.0270, -1.5092, 5.3052], [-4.3873, 4.4196, -4.4395], [-0.5846, -0.5825, 3.0028], [5.1406, 0.2868, 0.4984], [1.0974, -4.6054, 3.3680], [-1.4365, -2.6893, 1.2399], [-0.4923, 0.5178, 4.8163], [0.9780, -3.1754, 3.6612], [5.8040, 0.6242, 1.2821], [3.2975, 0.7533, -4.0555], [3.1330, 2.3997, -0.3917], [5.5047, 0.5115, -0.7898], [1.9388, -1.4060, -0.0034], [2.8864, -4.7960, 2.2021], [-2.5826, -4.4602, 1.0133], [1.6144, -5.8986, 1.7230], [-1.1942, 3.4918, -1.8106], [3.0537, -0.7827, -0.2024], [4.2817, -0.6220, 4.2481], [4.1896, 0.1260, -4.1498], [-4.0080, 0.3193, -2.5841], [-4.3813, 3.4519, -2.4745], [1.1213, 2.8644, -1.0141], [-3.5130, 2.5055, -4.8298], [1.0378, -0.0169, 4.1303], [3.6159, -0.5809, 2.2315], [0.0321, -2.9312, 4.7509], [-4.2093, 3.1033, -0.3055], [0.2151, -3.6094, 5.5950], [-3.2263, 5.1219, -3.2972], [4.7360, 0.8489, 3.3775], [4.6401, 0.0887, -1.8287], [3.4473, -0.5334, -1.5392], [-1.5242, 4.5296, -1.7292], [0.7499, -3.5328, -0.8906], [-4.9485, 5.4284, -3.1231], [0.9158, 4.1053, -3.0454], [-2.3845, -0.9773, 4.0165], [-1.8947, 2.8107, -2.9932], [-1.7001, -2.2730, 0.3504], [-0.7020, 0.0670, -0.0139], [0.6729, 2.3609, -0.1663], [-1.5346, -4.1561, 1.1283], [1.8088, -4.8693, 2.0384], [-2.4178, -3.0261, 3.0268], [-0.4603, 0.2626, 2.4526], [-0.7857, -5.8842, 0.2002], [0.9046, -1.3740, 5.9425], [-0.8291, -1.4490, 5.9810], [-1.3177, 1.9381, -3.3005], [1.6270, -5.1444, 4.1636], [-0.7358, -4.8092, 0.0099], [0.0130, -0.3231, 4.3284], [3.9211, -0.3556, 0.8532], [1.8875, -2.7829, 3.8940], [5.6148, -0.6442, 3.0714], [3.9018, -0.9249, -4.2093], [-1.8884, 0.6446, -0.1430], [2.2937, 4.1342, -3.1777], [-3.3935, -2.1525, 1.8816], [-3.3554, 2.3410, -2.8746], [6.4242, 1.0141, -1.0503], [-1.4564, 3.0186, -0.8632], [-4.2139, 4.6679, -3.3906], [-6.5216, 3.7250, -2.4781], [-1.2120, -4.5514, 2.0888], [-6.0501, 2.1298, -1.9273], [-1.2503, -4.6620, -0.9434], [-2.4290, 1.1879, 0.6155], [2.5268, -1.0456, 2.6483], [-0.4869, -0.4174, -1.2749], [0.7179, -4.3763, -0.1978]]
}

No. 2
{
  "formula": "C35H55FeN4OP2",
  "method": "ωB97M-V with the def2-TZVPD basis set",
  "lumo_ha": [-0.10081, -0.15635],
  "total_charge": 1,
  "orbital_gap_ev": [6.525, 5.007],
  "homo_ev": [-9.3, -9.3],
  "e_above_lowest_kj_mol": 0.0,
  "spin_multiplicity": 5,
  "molar_mass_g_mol": 665.64,
  "species": ["C", "C", "P", "H", "H", "C", "H", "N", "H", "H", "H", "H", "O", "C", "C", "H", "C", "H", "C", "C", "H", "H", "H", "N", "H", "C", "C", "H", "C", "C", "H", "P", "H", "H", "N", "H", "H", "H", "C", "C", "H", "H", "C", "H", "H", "C", "C", "C", "C", "H", "H", "C", "H", "H", "H", "H", "H", "H", "H", "C", "C", "C", "H", "H", "C", "C", "H", "C", "H", "H", "H", "H", "H", "H", "H", "H", "H", "C", "Fe", "H", "N", "H", "C", "H", "C", "H", "C", "C", "H", "H", "C", "H", "C", "C", "H", "H", "H", "C"],
  "xyz": [[0.0402, -3.4420, -0.8527], [2.4468, -0.0478, -3.2096], [-0.8566, -2.4522, 0.5543], [0.2940, 5.1599, 1.1995], [2.0398, 4.0420, -1.8836], [-2.5643, -2.3866, 0.0750], [-4.9274, -2.0989, -1.2187], [6.1319, -0.2843, 1.3338], [-0.4745, -1.8259, 3.5230], [1.0362, -4.7369, 1.6685], [-1.5426, -3.1050, -2.3291], [2.7472, -0.3765, 0.3548], [-2.0735, 0.2570, 3.2042], [-1.6211, 2.1184, -1.5497], [1.9064, 2.9473, 0.5936], [1.5372, 5.5172, -0.0196], [-0.2997, -4.9428, -0.9019], [0.1074, -3.2053, -3.0161], [-2.5781, 0.9477, -1.4829], [-1.5914, 3.4889, 2.5566], [-4.0421, 1.8509, -2.7879], [2.1487, 1.9210, 0.2780], [3.8722, -1.4321, -2.2690], [-2.1937, -0.1120, -0.7130], [-1.3593, 2.5255, 3.0321], [1.0975, 3.4836, -1.7265], [3.5425, 0.2663, 3.5734], [-1.1882, -3.2914, 4.2506], [0.5661, 5.0125, 0.1432], [2.4402, 1.3671, -3.8453], [4.3921, 0.3500, 4.2430], [-0.7862, 2.3681, 0.1096], [-0.4437, -1.7242, -2.1635], [-5.6105, -0.1399, -2.5945], [1.3000, 0.0822, 1.8631], [0.9165, -0.8468, -4.5729], [0.1238, -5.3763, -1.8290], [0.2547, 0.5934, 3.6973], [-4.6469, -0.1404, -2.0724], [-2.1201, 3.3051, 1.1189], [-2.7042, 4.6175, -0.5645], [2.8018, 3.5826, 0.4551], [-4.2749, -1.2254, -1.3109], [-2.1278, 3.0212, -1.9307], [1.4050, -3.1286, 2.3713], [-1.7099, -4.7202, 2.0866], [-3.0047, -1.2587, -0.6292], [1.5462, -0.0319, -2.0407], [1.5665, -3.2611, -0.7416], [-0.6856, 4.1179, 2.5855], [-1.4908, -5.4152, 1.2644], [3.7074, -0.0268, 2.2257], [-1.3907, -5.1077, -0.9272], [0.7644, -4.4385, 3.4007], [-0.1779, 5.5169, -0.4918], [-3.9225, 2.4937, 0.1550], [3.0978, 1.3653, -4.7313], [-3.1927, -3.2833, 0.0471], [2.8113, 2.1257, -3.1372], [-3.7792, 0.9784, -2.1842], [1.9376, -1.0877, -4.2395], [3.8729, -0.4349, -2.7392], [4.2684, 0.2940, -2.0148], [1.6695, 2.9126, 1.6701], [-0.4903, -2.8230, -2.1657], [5.0469, -0.1869, 1.7242], [1.2519, 2.4542, -2.0776], [0.7378, 3.5276, -0.2291], [2.0538, -3.6378, -1.6612], [-3.1998, 1.3675, 1.3227], [1.9843, -3.8262, 0.1047], [-2.3666, 3.9899, 3.1659], [0.3209, 3.9543, -2.3526], [2.1267, 0.6969, 5.1155], [4.5434, -0.4598, -3.6154], [2.6100, -1.0753, -5.1147], [1.8404, -2.2040, -0.6023], [-1.1767, -2.6547, 3.3456], [-0.4102, -0.0212, 0.6064], [-0.8069, 1.8696, -2.2520], [0.8226, -0.0120, -1.1183], [1.4225, 1.6487, -4.1622], [-0.7457, -3.5165, 2.1476], [-4.0732, 2.8066, 1.9080], [2.5753, -0.1455, 1.3887], [-2.7533, -4.3773, 1.9882], [0.7025, -3.9797, 2.3960], [-3.3961, 2.4277, 1.1206], [-1.8209, 5.4724, 0.7363], [0.1256, -5.5038, -0.0542], [-2.5392, 4.6697, 0.5261], [-3.5012, 4.9619, 0.9860], [1.1799, 0.3916, 3.2080], [-1.4648, 0.1090, 2.2106], [-1.6304, -5.2853, 3.0348], [-2.1875, -2.2428, 3.2035], [1.9366, -2.1015, -3.8097], [2.2724, 0.4670, 4.0660]]
}